Computed, not measured: C39H44ClF2N5O5SSi2Sr as an isolated structure, with ωB97M-V with the def2-TZVPD basis set.

Relative energy (zero: lowest compared OMol25 entry of this formula, charge and spin) (kcal/mol): 12.48
HOMO-LUMO gap (eV): 4.5
Lowest unoccupied orbital energy (eV): 3.902

```
! RIJCOSX wB97M-V def2-TZVPD def2/J DEFGRID3
* xyz -2 1
Sr 0.02628 0.54579 -0.09412
C 4.73879 -1.52428 -0.45840
C 3.61862 -0.70812 -0.23100
N 2.47620 -1.16085 0.23157
C 2.38202 -2.46863 0.52434
C 3.43556 -3.37314 0.32081
C 4.64032 -2.86225 -0.18981
C 3.25410 -4.76579 0.61639
C 2.08229 -5.22324 1.10315
C 0.99080 -4.32425 1.34936
C -0.23599 -4.74828 1.88716
C -1.22170 -3.82757 2.12147
C -0.97812 -2.48006 1.80936
N 0.15347 -2.06248 1.28914
C 1.12846 -2.95690 1.06175
H 5.63965 -1.08898 -0.86923
H 3.65333 0.35293 -0.45358
H 5.46956 -3.53666 -0.37364
H 4.08133 -5.44150 0.42935
H 1.94188 -6.27641 1.31948
H -0.38202 -5.79925 2.11281
H -2.17914 -4.11217 2.53726
H -1.71401 -1.70226 1.99139
F 4.26211 -0.86943 -4.21833
C 3.06270 -1.26945 -3.68525
C 2.26608 -0.36791 -3.02040
C 1.04846 -0.75810 -2.42779
C 0.65722 -2.10406 -2.64624
C 1.52079 -2.98425 -3.29416
F 1.22372 -4.32318 -3.41394
C 2.73874 -2.60745 -3.81892
C -0.70729 -2.52722 -2.21257
C -1.41638 -3.56345 -2.83658
C -2.69813 -3.86125 -2.41568
C -3.26715 -3.11884 -1.39313
C -2.51613 -2.08863 -0.85038
N -1.27312 -1.80844 -1.23733
H 2.61391 0.65832 -2.93746
H 3.39008 -3.31726 -4.30817
H -0.96616 -4.10928 -3.65074
H -3.25497 -4.65794 -2.89723
H -4.27616 -3.29805 -1.04500
H -2.92539 -1.42383 -0.09756
C -0.23838 2.00370 4.85836
Si -0.46437 0.44852 3.76687
C 1.27857 -0.29292 3.55556
C -1.22405 -0.79896 4.99804
N -1.24163 0.64913 2.27903
C -2.58739 0.98608 2.22123
C -3.36235 1.29676 3.34751
C -4.73934 1.53986 3.30595
C -5.38825 1.48278 2.09285
C -4.64565 1.23060 0.93623
C -3.24729 1.04354 0.92398
N -2.49743 0.89928 -0.22550
Si -3.13926 1.34517 -1.73940
C -4.49499 0.21510 -2.48053
C -1.80059 1.33003 -3.05149
C -3.84521 3.10149 -1.74691
H 0.58358 1.84693 5.56747
H -1.13894 2.21104 5.44120
H -0.02270 2.89793 4.26884
H 1.92010 0.00789 4.39199
H 1.78978 -0.05485 2.61904
H 1.20143 -1.38238 3.59575
H -0.57071 -0.86050 5.87732
H -1.27210 -1.79828 4.55812
H -2.22667 -0.53088 5.33476
H -2.87219 1.35390 4.31286
H -5.27531 1.76771 4.22237
H -6.45953 1.64626 2.02277
H -5.16687 1.21197 -0.01018
H -4.06820 -0.71703 -2.86191
H -4.97932 0.72769 -3.31987
H -5.26691 -0.04707 -1.75541
H -1.25854 0.38325 -3.11316
H -1.06381 2.12064 -2.89632
H -2.27111 1.52149 -4.02283
H -4.80407 3.20269 -1.23508
H -3.96936 3.43769 -2.78297
H -3.12781 3.77139 -1.26568
O 2.14284 1.84843 0.75014
S 1.72338 2.60242 1.97936
C 3.17700 2.54119 3.09503
C 3.62741 3.96883 3.37922
C 3.36065 4.74684 2.09289
C 1.93995 4.38038 1.69800
H 3.91370 1.99722 2.49996
H 2.92459 1.95469 3.97590
H 4.67639 3.99561 3.68313
H 3.03626 4.39385 4.19545
H 4.05035 4.43209 1.30570
H 3.47434 5.82443 2.22406
H 1.68029 4.57544 0.65908
H 1.20402 4.85957 2.35011
O 0.12254 4.49193 -2.94228
Cl 0.95525 3.90907 -1.92746
O 1.77659 2.86651 -2.48430
O 1.79800 4.93979 -1.34676
O 0.11754 3.34742 -0.87606
*
```

Atomic partial charges in e from the Löwdin method, atoms 1 to 5: Sr 1.28; C -0.04; C -0.12; N 0.12; C -0.14